{"formula": "C35H33AuN7O6S2", "method": "the ωB97M-V functional and the def2-TZVPD basis", "total_energy_ev": -84900.085, "homo_energy_ev": [-10.641, -10.948], "e_lumo_ev": [-2.98, -5.16], "spin_multiplicity": 3, "total_charge": 1, "e_above_lowest_kcal_mol": 46.1, "s_squared": 2.04, "homo_lumo_gap_ev": [7.66, 5.79], "symbols": ["H", "C", "H", "C", "H", "H", "H", "H", "C", "C", "C", "H", "C", "C", "H", "C", "C", "C", "C", "C", "H", "H", "H", "H", "H", "C", "H", "N", "N", "H", "O", "C", "C", "C", "H", "O", "H", "H", "C", "C", "H", "H", "Au", "H", "H", "H", "N", "C", "C", "C", "C", "C", "C", "O", "H", "C", "H", "N", "S", "N", "H", "O", "H", "O", "C", "C", "C", "H", "H", "H", "O", "C", "S", "C", "C", "N", "C", "N", "H", "C", "H", "H", "C", "C"], "coordinates": [[-1.390, -4.745, -2.058], [-1.923, 1.215, -6.275], [-1.725, -2.714, 2.658], [-3.070, -1.302, -6.428], [3.367, 1.928, -1.601], [-3.539, -2.276, -6.463], [5.230, -0.770, 2.135], [-2.830, 1.150, -3.362], [-4.513, -0.814, 3.013], [1.350, -1.859, -0.537], [-0.466, 3.211, 5.086], [-1.043, 4.067, 4.746], [1.172, 0.296, -2.440], [1.383, 1.937, 4.396], [3.988, -0.792, 5.211], [1.380, 0.996, -1.206], [2.450, 2.224, 5.234], [-2.833, 1.276, -0.460], [3.525, -0.590, -2.773], [-3.649, -1.892, 3.158], [-4.774, 1.137, 2.132], [5.002, -0.883, -1.322], [-2.397, 0.366, -0.883], [-1.850, -3.101, -2.412], [-1.500, 2.206, -6.184], [-2.401, -1.875, 2.555], [3.671, -1.562, 1.828], [0.343, 1.695, -0.661], [0.247, -2.058, -1.351], [-1.132, 2.364, 5.270], [0.468, 2.903, 4.048], [2.191, -0.252, -3.190], [-1.997, -0.781, 1.794], [-2.117, 0.616, -7.509], [-1.830, 1.142, -8.409], [-2.469, 1.396, 0.918], [2.061, -1.314, 3.741], [-5.486, -0.827, 3.483], [3.286, 0.091, -0.362], [3.997, -0.532, -1.521], [-0.768, 0.557, 3.331], [-2.433, 2.149, -0.971], [-0.653, -0.486, -2.685], [-3.921, 1.243, -0.557], [4.998, -1.694, 0.638], [-3.949, -2.752, 3.741], [-0.745, -0.760, 1.151], [-3.235, -1.556, -3.964], [-4.122, 0.282, 2.258], [-2.293, 0.539, -5.127], [-2.875, 0.297, 1.656], [2.193, -0.318, 4.147], [1.252, 0.660, 3.846], [-2.037, 1.184, -3.912], [-1.066, 2.787, 1.098], [0.231, -0.246, 1.776], [0.234, 3.662, 1.869], [-1.135, -3.777, -2.131], [0.995, -4.373, -0.577], [1.499, -0.170, 1.193], [2.129, 0.493, 1.638], [-2.488, -1.451, -2.883], [2.542, 3.224, 5.639], [-4.173, -2.318, -4.024], [-2.852, -0.733, -5.175], [3.264, -0.024, 4.976], [1.836, -0.503, -0.094], [-2.865, -1.107, -8.549], [2.739, -3.100, 0.600], [4.170, -1.020, -3.529], [4.083, 0.184, 0.780], [-2.698, -0.643, -7.587], [2.491, 2.698, 0.507], [1.894, -2.993, -0.057], [2.781, 1.486, -0.798], [0.165, 0.409, 2.976], [-0.084, -3.324, -1.440], [-0.112, 3.143, 1.079], [4.224, 1.479, 6.169], [3.390, 1.247, 5.520], [0.049, 3.463, 6.015], [1.925, -0.572, -4.191], [0.734, 2.498, 0.285], [4.513, -1.039, 1.365]], "mulliken_charge": [0.21, -0.84, 0.53, -0.92, 0.75, 0.48, 0.32, 0.33, -0.63, -0.91, -0.96, 0.30, -0.71, 0.07, 0.48, 1.19, -0.26, -0.89, -0.97, -0.80, 0.52, 0.44, 0.18, 0.19, 0.45, -0.46, -0.01, -0.26, 0.51, 0.30, -0.37, -0.71, -0.88, -0.35, 0.41, -0.47, 0.54, 0.45, 2.04, -1.33, 0.35, 0.36, 1.12, 0.56, 0.35, 0.43, 0.41, 0.19, -0.33, 1.02, 0.47, 0.00, -0.23, -0.68, 0.31, -0.67, 0.29, -0.32, -0.26, 0.92, 0.77, -0.72, 0.53, -0.66, 0.62, -0.78, -1.29, 0.41, 0.39, 0.47, -0.55, -0.65, -0.34, -0.23, -0.35, 0.74, 0.26, -0.12, 0.41, -0.72, 0.35, 0.53, 0.18, -0.52]}


{"formula": "C35H33BaN12O9S3", "method": "the ωB97M-V functional and the def2-TZVPD basis", "total_energy_ev": -106343.061, "homo_energy_ev": -5.467, "e_lumo_ev": 1.69, "spin_multiplicity": 1, "total_charge": -1, "e_above_lowest_kcal_mol": 26.1, "homo_lumo_gap_ev": 7.16, "symbols": ["C", "H", "N", "H", "C", "H", "H", "C", "H", "H", "O", "C", "H", "C", "H", "N", "H", "C", "N", "S", "H", "H", "C", "H", "H", "Ba", "H", "C", "C", "N", "C", "H", "O", "H", "C", "C", "H", "O", "H", "C", "H", "C", "C", "H", "O", "C", "H", "C", "H", "C", "C", "C", "H", "N", "C", "O", "H", "C", "S", "C", "S", "N", "H", "N", "C", "H", "C", "N", "N", "H", "H", "C", "H", "C", "O", "C", "C", "N", "N", "C", "C", "H", "N", "H", "C", "O", "C", "H", "O", "C", "O", "H", "C"], "coordinates": [[-4.411, 0.514, -2.908], [5.742, -0.416, 1.714], [-1.804, 2.562, 4.044], [-1.025, -0.997, -4.286], [2.781, 0.140, 3.257], [4.932, 2.004, -2.264], [1.841, 2.860, 1.424], [3.690, -0.338, 2.266], [1.894, 9.808, 0.248], [-1.812, -2.517, -2.135], [0.407, 0.961, 2.603], [-1.125, -3.681, 0.003], [4.959, 1.814, 5.265], [3.273, 0.910, 4.302], [0.763, -3.312, -0.914], [0.288, 9.541, -1.007], [6.570, 0.891, 3.605], [4.600, -0.116, -2.509], [-0.391, 7.316, -1.432], [-1.803, 9.259, -2.703], [5.628, -0.411, -2.347], [2.573, 1.251, 5.052], [5.509, 0.699, 3.515], [-5.314, 1.127, -1.042], [2.238, 7.380, 0.662], [0.512, -0.260, 0.501], [-5.296, 0.670, -3.512], [3.629, -1.078, -2.729], [1.253, -1.747, -3.126], [-2.446, 1.732, 2.108], [-1.454, -4.863, 0.652], [-3.245, 0.755, 0.238], [-1.086, 9.418, -3.956], [-0.707, 2.560, -1.785], [0.616, 5.378, -0.478], [-2.771, -3.583, 2.180], [-1.996, 3.904, 1.212], [2.364, -1.997, 0.508], [-0.097, -4.680, -1.569], [1.440, 7.722, 0.019], [-1.789, 4.674, 2.674], [-0.121, 3.206, -1.137], [2.878, 1.514, -2.619], [-3.421, -3.491, 3.038], [2.842, 0.271, -0.058], [-2.288, -4.811, 1.756], [-0.744, 5.025, -2.103], [-0.142, 4.577, -1.324], [-0.199, 0.321, -3.464], [-3.264, 0.557, -0.825], [0.566, 6.863, -0.633], [-4.428, 0.768, -1.547], [-2.276, 0.790, 5.111], [-1.951, 2.739, 2.760], [2.310, -0.682, -2.903], [4.685, -1.374, 0.070], [-2.559, -5.716, 2.285], [-0.232, -3.656, -1.214], [0.999, -0.135, 3.411], [1.367, 4.746, 0.508], [3.399, -0.958, 0.551], [-2.121, 0.129, -1.365], [1.664, -2.674, -2.724], [-1.585, -2.497, 0.413], [4.220, 1.212, -2.454], [-0.751, -3.307, -3.298], [-2.258, 1.315, 4.173], [0.564, 2.601, -0.168], [1.943, 0.599, -2.850], [2.538, 2.543, -2.558], [3.880, -2.131, -2.719], [-2.115, -0.124, -2.675], [1.105, -1.914, -4.209], [-2.384, -2.452, 1.477], [0.735, -1.411, 2.745], [-0.500, 8.634, -1.585], [1.301, 3.370, 0.635], [-1.509, 3.884, 2.103], [-2.657, 0.792, 3.014], [1.246, 9.072, -0.220], [5.038, -0.053, 2.448], [-1.057, -5.804, 0.293], [-0.039, -1.498, -2.481], [-2.720, -1.473, 1.804], [-3.238, 0.050, -3.476], [0.681, -0.083, 4.809], [-0.770, -2.761, -2.340], [-3.179, -0.175, -4.533], [-2.220, 10.494, -2.072], [-0.815, -0.560, -3.294], [-2.793, 8.198, -2.701], [1.974, 5.300, 1.211], [4.621, 1.208, 4.434]], "mulliken_charge": [-0.67, 0.53, -0.96, 0.38, 0.31, 0.41, 0.25, 0.22, 0.40, 0.57, -0.34, 0.36, 0.40, -0.86, 0.13, -0.50, 0.39, -0.28, -0.34, 1.19, 0.30, 0.48, -0.60, 0.49, 0.36, 1.12, 0.39, -0.73, -1.42, -0.25, -1.07, 0.19, -0.69, 0.28, 1.39, -0.96, 0.25, -0.52, 0.22, -0.67, 0.29, -0.95, -0.51, 0.46, -0.28, -0.38, 0.63, -1.00, 0.51, -0.26, 0.45, -0.81, 0.45, 1.19, 0.78, -0.68, 0.40, -0.09, 1.10, -1.19, 1.05, 1.08, 0.35, 0.38, -0.49, 0.40, -0.31, 2.01, -0.11, 0.51, 0.29, 0.25, 0.29, 0.00, -0.69, 0.05, -0.81, -0.51, -0.40, -0.33, -0.96, 0.44, 1.44, 0.20, -0.97, -0.72, -1.27, 0.50, -0.68, -1.09, -0.68, 0.26, -0.76]}